Entry from the Open Molecules 2025 dataset: a structure of composition C38H47BrGeN3O4SV in a non-equilibrium geometry (ωB97M-V/def2-TZVPD).

Last column: Löwdin charge in e.
Element x y z (Å)
1 V 1.03 -0.02 0.31  0.7629
2 C 3.05 2.16 1.44  -0.0648
3 N 2.04 1.26 2.01  -0.2445
4 C 2.63 0.42 3.05  -0.0504
5 C 0.92 2.04 2.46  -0.2176
6 C 0.86 2.57 3.73  -0.0331
7 C -0.23 3.34 4.14  -0.1103
8 C -1.24 3.58 3.23  -0.1053
9 C -1.20 3.05 1.95  -0.0248
10 C -0.12 2.25 1.53  -0.2595
11 N -0.04 1.63 0.31  -0.0936
12 C -1.14 1.78 -0.55  -0.2516
13 C -2.31 1.08 -0.26  -0.0380
14 C -3.42 1.14 -1.09  -0.0927
15 C -3.37 1.92 -2.23  -0.1038
16 C -2.22 2.63 -2.53  -0.0349
17 C -1.09 2.57 -1.71  -0.1973
18 N 0.10 3.23 -2.05  -0.2285
19 C 0.33 3.51 -3.44  -0.1133
20 C 0.52 4.30 -1.18  -0.0701
21 H 3.46 2.82 2.22  0.0973
22 H 3.86 1.56 1.01  0.0872
23 H 2.60 2.75 0.65  0.0657
24 H 3.25 1.00 3.74  0.0899
25 H 1.84 -0.07 3.61  0.0991
26 H 3.25 -0.35 2.58  0.0848
27 H 1.67 2.38 4.43  0.1069
28 H -0.27 3.74 5.14  0.0889
29 H -2.09 4.18 3.51  0.0953
30 H -2.01 3.23 1.26  0.1092
31 H -2.32 0.46 0.63  0.1113
32 H -4.31 0.57 -0.85  0.0989
33 H -4.22 1.97 -2.90  0.0961
34 H -2.18 3.23 -3.43  0.0998
35 H -0.20 4.40 -3.81  0.0832
36 H 1.40 3.67 -3.59  0.0783
37 H 0.03 2.65 -4.04  0.0803
38 H -0.10 5.20 -1.30  0.0898
39 H 0.48 3.99 -0.14  0.0672
40 H 1.56 4.57 -1.42  0.0843
41 O 4.36 -2.06 0.95  0.0697
42 C 3.79 -1.28 0.20  -0.5520
43 O 2.51 -1.07 0.23  -0.2557
44 C 4.53 -0.48 -0.83  -0.1533
45 C 5.89 -0.74 -0.94  -0.0335
46 C 6.69 -0.10 -1.86  -0.1017
47 C 6.10 0.84 -2.70  -0.1026
48 C 4.75 1.12 -2.59  -0.1377
49 C 3.93 0.49 -1.65  -0.5534
50 S 2.27 1.07 -1.62  0.7200
51 H 6.30 -1.49 -0.27  0.1119
52 H 7.74 -0.31 -1.93  0.0905
53 H 6.69 1.36 -3.44  0.0948
54 H 4.30 1.86 -3.24  0.0843
55 C -3.63 -3.48 1.33  -0.1135
56 C -2.40 -3.88 0.53  -0.2680
57 C -1.88 -2.73 -0.34  -0.3091
58 C -0.53 -3.01 -0.98  -0.3548
59 Ge 0.39 -1.40 -1.75  0.8664
60 C -0.71 -0.54 -3.17  -0.3469
61 C -1.03 -1.43 -4.37  -0.2976
62 C -2.23 -2.34 -4.16  -0.2825
63 C -2.52 -3.20 -5.38  -0.1224
64 H -4.00 -4.31 1.94  0.0636
65 H -4.44 -3.17 0.67  0.0672
66 H -3.40 -2.65 2.00  0.0602
67 H -2.62 -4.74 -0.11  0.1052
68 H -1.60 -4.19 1.20  0.0994
69 H -1.80 -1.84 0.29  0.0722
70 H -2.62 -2.48 -1.10  0.1002
71 H -0.61 -3.78 -1.75  0.0513
72 H 0.16 -3.38 -0.22  0.0504
73 H 1.57 -2.03 -2.54  -0.0224
74 H -0.12 0.32 -3.50  0.0325
75 H -1.63 -0.14 -2.75  0.0371
76 H -0.16 -2.04 -4.63  0.0957
77 H -1.22 -0.80 -5.25  0.1038
78 H -3.10 -1.72 -3.93  0.1089
79 H -2.06 -2.97 -3.29  0.0807
80 H -2.75 -2.59 -6.25  0.0660
81 H -3.37 -3.87 -5.21  0.0620
82 H -1.66 -3.82 -5.63  0.0683
83 Br -3.62 -1.74 7.47  0.6978
84 C -2.53 -1.71 5.91  -0.6885
85 C -1.81 -2.84 5.56  -0.1258
86 C -1.02 -2.81 4.43  -0.0115
87 C -0.95 -1.66 3.65  -0.1208
88 C -1.68 -0.53 4.02  0.0002
89 C -2.47 -0.55 5.16  -0.1163
90 C -0.09 -1.66 2.41  -0.5756
91 O 0.65 -2.60 2.15  0.0773
92 O -0.22 -0.59 1.70  -0.1600
93 H -1.88 -3.73 6.17  0.0963
94 H -0.44 -3.67 4.13  0.1212
95 H -1.61 0.36 3.41  0.1096
96 H -3.03 0.33 5.45  0.0992

LUMO level (alpha / beta) = 0.0814 / 0.0840 hartree
charge = -1
relative energy (zero: lowest compared OMol25 entry of this formula, charge and spin) = 33.6 kJ/mol
DFT total energy = -215915.4823 eV
multiplicity = 2
E_HOMO (alpha / beta) = -4.6 / -4.4 eV
HOMO-LUMO gap (alpha / beta) = 6.807 / 6.687 eV